{
  "formula": "C3H3NS2",
  "method": "wB97M-V/def2-TZVPD",
  "symbols": ["C", "C", "S", "H", "H", "N", "C", "S", "H"],
  "xyz": [[-1.54607, 0.45292, -0.14931], [-1.06245, -0.67949, 0.27015], [-0.93856, -1.86227, 1.21595], [-2.66159, 0.62163, -0.25792], [-0.98360, 1.24784, -0.64919], [1.24080, 0.44125, -0.48107], [1.95883, -0.15632, 0.24274], [2.98238, -0.91645, 1.14054], [1.01026, 0.85088, -1.33189]],
  "mulliken_charge": [-0.496, 0.319, -0.285, 0.243, 0.238, -0.260, 0.286, -0.324, 0.279],
  "multiplicity": 1,
  "homo_energy_ev": -8.5,
  "molar_mass_g_mol": 117.2,
  "smiles": "C=C=S.N=C=S",
  "gap_ha": 0.3043,
  "de_lowest_ev": 1.6903,
  "lumo_ev": -0.21,
  "e_tot_ev": -26317.5971
}



{
  "formula": "C3H3NS4",
  "method": "wB97M-V/def2-TZVPD",
  "symbols": ["C", "C", "C", "H", "H", "H", "N", "S", "S", "S", "S"],
  "xyz": [[-1.93540, 0.05339, -0.05629], [-0.44496, -0.01806, -0.03407], [2.05897, 0.74269, 0.06906], [-1.74403, -2.25649, 0.04013], [2.42653, 0.92109, 1.09744], [2.67191, 1.15410, -0.72271], [0.17049, -1.12488, -0.05658], [-2.78494, -1.44319, -0.03057], [-2.73194, 1.47015, -0.09102], [1.85390, -1.02736, -0.13632], [0.45946, 1.52855, -0.07906]],
  "mulliken_charge": [0.305, 0.374, -0.542, 0.190, 0.324, 0.357, -0.477, -0.166, -0.274, -0.035, -0.058],
  "multiplicity": 1,
  "homo_energy_ev": -8.7,
  "molar_mass_g_mol": 181.3,
  "gap_ha": 0.2753,
  "de_lowest_ev": 0.0652,
  "lumo_ev": -1.17,
  "e_tot_ev": -47989.7613
}



{
  "formula": "C3H3NaO2",
  "method": "wB97M-V/def2-TZVPD",
  "symbols": ["C", "C", "H", "H", "H", "O", "C", "O", "Na"],
  "xyz": [[-2.45882, 1.91593, -0.00038], [-3.73405, 1.61324, 0.00287], [-4.50426, 2.39791, 0.00144], [-1.84689, 2.81817, 0.03340], [-4.09100, 0.57752, 0.00616], [0.75419, 0.07580, 0.04052], [-0.25238, -0.51244, -0.02183], [-1.10769, -1.29037, 0.01840], [2.71476, 1.22872, 0.02089]],
  "mulliken_charge": [-0.382, -0.353, 0.252, 0.286, 0.205, -0.447, 0.633, -0.253, 1.059],
  "multiplicity": 2,
  "homo_energy_ev": [-12.0, -13.1],
  "molar_mass_g_mol": 94.0,
  "total_charge": 1,
  "gap_ha": [0.2589, 0.2978],
  "de_lowest_ev": 0.4208,
  "lumo_ev": [-4.97, -4.98],
  "e_tot_ev": -11662.8141
}



{
  "formula": "C3H3NaO3Rb",
  "method": "wB97M-V/def2-TZVPD",
  "symbols": ["O", "C", "C", "O", "O", "C", "Rb", "H", "H", "H", "Na"],
  "xyz": [[-0.66889, -1.96530, 0.23207], [0.47749, -2.05607, 0.02967], [-1.71927, 1.11228, 0.02169], [1.52164, -2.58235, -0.10943], [0.51546, 1.67385, -0.20726], [-0.64085, 2.04531, 0.13703], [3.26627, -5.69403, -0.32768], [-2.48794, 1.09055, 0.79566], [-1.85276, 0.61218, -0.93878], [-0.94580, 3.09279, 0.29773], [2.53466, 2.67081, 0.06931]],
  "mulliken_charge": [-0.284, 0.703, -0.778, -0.404, -0.685, 0.395, 0.989, 0.341, 0.347, 0.343, 1.033],
  "multiplicity": 2,
  "homo_energy_ev": [-15.4, -16.9],
  "molar_mass_g_mol": 195.5,
  "total_charge": 2,
  "gap_ha": [0.3320, 0.3626],
  "de_lowest_ev": 0.0000,
  "lumo_ev": [-6.37, -7.04],
  "e_tot_ev": -14359.3988
}